Entry 1:
{"formula": "C28H68O26Tl", "method": "ωB97M-V/def2-TZVPD", "species": ["Tl", "C", "C", "C", "O", "C", "C", "C", "O", "O", "O", "H", "H", "C", "C", "O", "O", "H", "H", "H", "H", "H", "H", "C", "C", "O", "O", "H", "H", "H", "H", "H", "H", "C", "C", "O", "O", "H", "H", "H", "H", "H", "H", "C", "C", "O", "O", "H", "H", "H", "H", "H", "H", "C", "C", "O", "O", "H", "H", "H", "H", "H", "H", "C", "C", "O", "O", "H", "H", "H", "H", "H", "H", "C", "C", "O", "O", "H", "H", "H", "H", "H", "H", "C", "C", "O", "O", "H", "H", "H", "H", "H", "H", "C", "C", "O", "O", "H", "H", "H", "H", "H", "H", "C", "C", "O", "O", "H", "H", "H", "H", "H", "H", "C", "C", "O", "O", "H", "H", "H", "H", "H", "H"], "positions_angstrom": [[3.067, -3.543, -1.712], [-0.192, 0.444, -1.109], [0.876, -0.501, -0.937], [1.107, -1.065, 0.508], [1.732, -2.088, 0.580], [0.286, -0.562, 1.611], [-0.788, 0.272, 1.318], [-1.063, 0.775, -0.066], [-2.002, 1.546, -0.337], [-1.432, 0.727, 2.300], [1.533, -0.968, -1.832], [-0.420, 0.794, -2.110], [0.564, -0.761, 2.640], [5.467, -0.721, -2.257], [5.386, -0.605, -0.750], [4.167, -1.089, -0.232], [5.480, -2.108, -2.647], [6.374, -0.261, -2.651], [4.623, -0.227, -2.746], [5.427, 0.443, -0.428], [6.235, -1.110, -0.275], [4.029, -0.828, 0.705], [5.882, -2.151, -3.518], [-3.085, 2.827, -3.434], [-3.118, 3.796, -4.606], [-2.071, 3.415, -5.519], [-1.735, 2.756, -2.944], [-3.407, 1.790, -3.574], [-3.785, 3.169, -2.661], [-2.956, 4.796, -4.194], [-4.089, 3.839, -5.090], [-1.298, 3.365, -4.945], [-1.747, 2.223, -2.142], [5.438, 0.169, 4.136], [4.768, 0.397, 2.792], [3.912, -0.703, 2.408], [4.535, 0.086, 5.210], [6.088, 1.043, 4.260], [6.079, -0.716, 4.079], [5.573, 0.542, 2.073], [4.176, 1.315, 2.836], [3.181, -0.854, 3.025], [3.651, 0.125, 4.813], [-4.966, -0.574, -1.546], [-5.226, 0.156, -0.194], [-4.975, 1.544, -0.300], [-6.022, -0.494, -2.498], [-4.668, -1.619, -1.429], [-4.099, -0.058, -1.974], [-4.668, -0.362, 0.595], [-6.273, 0.033, 0.085], [-4.021, 1.588, -0.436], [-6.523, -1.304, -2.362], [-4.094, 5.031, 3.194], [-4.058, 4.063, 2.005], [-3.691, 4.686, 0.798], [-2.805, 5.390, 3.619], [-4.667, 4.570, 4.010], [-4.564, 5.985, 2.943], [-5.044, 3.579, 1.943], [-3.407, 3.202, 2.193], [-3.221, 4.047, 0.261], [-2.276, 4.577, 3.671], [1.104, -0.986, 5.507], [1.990, -2.156, 5.905], [2.979, -1.630, 6.776], [1.781, -0.295, 4.431], [0.755, -0.332, 6.305], [0.183, -1.331, 5.008], [2.317, -2.624, 4.973], [1.486, -2.857, 6.570], [3.632, -1.109, 6.279], [1.388, 0.561, 4.182], [-3.636, -1.520, 4.619], [-4.165, -1.501, 3.205], [-3.161, -1.787, 2.235], [-2.938, -0.326, 4.970], [-3.112, -2.405, 4.985], [-4.515, -1.416, 5.265], [-4.583, -0.514, 2.991], [-4.936, -2.267, 3.114], [-2.559, -1.036, 2.278], [-2.106, -0.194, 4.508], [0.456, 0.757, -6.785], [0.210, 0.414, -5.335], [1.468, 0.416, -4.632], [-0.607, 0.196, -7.564], [1.390, 0.402, -7.226], [0.394, 1.831, -6.981], [-0.075, -0.645, -5.251], [-0.530, 0.976, -4.762], [1.354, 0.241, -3.691], [-0.927, 0.900, -8.132], [3.763, -3.772, -5.421], [2.963, -2.501, -5.571], [3.008, -1.767, -4.375], [3.053, -4.675, -4.558], [4.822, -3.644, -5.194], [3.766, -4.201, -6.429], [1.904, -2.760, -5.709], [3.229, -1.901, -6.449], [2.343, -1.043, -4.403], [2.958, -5.496, -5.046], [-0.811, -4.004, -2.817], [-0.863, -3.980, -1.271], [0.344, -4.523, -0.810], [0.376, -3.352, -3.263], [-1.767, -3.672, -3.229], [-0.779, -5.066, -3.083], [-1.741, -4.506, -0.894], [-0.948, -2.939, -0.928], [0.178, -5.174, -0.123], [0.327, -3.266, -4.220], [-0.391, 2.923, 4.978], [0.986, 3.232, 4.345], [1.362, 2.233, 3.360], [-1.366, 3.039, 3.945], [-0.508, 3.684, 5.744], [-0.274, 1.877, 5.270], [1.808, 3.303, 5.054], [0.890, 4.168, 3.789], [0.532, 1.981, 2.937], [-1.380, 2.202, 3.463]], "forces_ev_per_a": [[0.06, 0.26, -0.34], [0.91, -0.84, -0.43], [0.63, -0.33, 1.22], [-0.99, -0.81, -0.89], [0.46, -0.17, 0.52], [1.73, -0.33, -1.49], [-1.60, 1.97, 2.08], [-1.78, 1.33, -0.36], [0.78, -0.85, 1.06], [0.32, -0.52, -1.53], [-0.09, 0.31, -0.38], [0.02, 0.12, -0.05], [-0.03, -0.22, 0.09], [-0.20, -0.33, -0.26], [0.27, 0.65, 0.67], [-0.72, -0.56, -0.56], [0.02, 0.13, 0.51], [0.10, 0.22, 0.38], [-0.15, 0.02, 0.15], [0.45, 0.17, -0.55], [0.02, -0.15, -0.18], [0.32, -0.36, -0.27], [-0.12, -0.09, -0.06], [-0.74, -0.37, 0.86], [0.78, -0.72, 0.32], [-0.68, 0.45, 0.20], [0.19, 0.23, -0.14], [-0.12, 0.13, -0.99], [0.25, 0.37, 0.12], [0.26, 0.08, -0.09], [0.10, -0.41, -0.25], [0.13, -0.01, -0.19], [-0.32, 0.37, 0.13], [0.67, 0.42, -0.73], [-0.53, -0.25, 1.03], [0.54, 0.22, -0.49], [-0.43, -0.01, -0.26], [0.07, -0.11, 0.26], [-0.13, -0.07, 0.14], [-0.25, -0.34, -0.36], [-0.04, 0.08, -0.06], [0.17, 0.35, 0.23], [-0.18, 0.14, 0.41], [0.18, 0.58, 0.28], [-0.76, -0.88, -0.77], [0.37, -0.51, 0.16], [0.31, -0.17, 0.51], [-0.05, -0.03, 0.37], [0.02, -0.02, -0.22], [0.39, 0.31, -0.01], [-0.07, 0.11, -0.13], [-0.10, 0.45, 0.09], [-0.31, 0.18, -0.25], [0.35, -0.14, -0.48], [-0.88, -0.47, 0.61], [0.10, 0.33, -0.12], [0.64, -0.09, 0.21], [-0.02, -0.08, -0.08], [-0.28, -0.28, -0.26], [-0.14, 0.32, -0.30], [0.33, 0.20, 0.36], [-0.03, 0.02, -0.08], [-0.22, 0.35, 0.05], [-1.46, -0.63, -1.60], [-0.26, 1.48, 1.35], [0.60, -0.37, -0.50], [0.61, 0.12, 0.02], [0.66, 0.06, 0.23], [-0.13, -0.45, 0.43], [0.41, -0.22, 0.20], [-0.45, -0.18, -0.55], [0.05, -0.20, 0.16], [0.22, 0.24, 0.36], [-0.81, 1.08, 0.95], [0.30, -0.47, 0.16], [0.38, 0.03, -0.20], [0.31, 0.30, 0.05], [0.16, -0.19, -0.63], [-0.09, -0.31, -0.06], [-0.21, -0.06, 0.21], [0.02, 0.05, -0.16], [-0.13, -0.06, -0.02], [-0.03, -0.38, -0.22], [-1.12, 0.84, -1.02], [0.74, -1.83, 1.00], [0.63, 0.80, 0.06], [0.00, -0.22, 0.27], [0.24, -0.17, 0.75], [0.47, 0.09, 0.53], [-0.64, 0.15, -0.62], [-0.06, 0.49, -0.62], [-0.37, 0.21, 0.03], [-0.23, -0.12, -0.09], [-0.86, -0.29, -1.58], [-0.80, 0.26, 0.47], [0.29, 0.35, 0.79], [0.60, 0.27, 0.13], [-0.13, 0.17, 0.65], [0.09, -0.10, -0.01], [0.15, -0.47, -0.46], [0.45, -0.08, 0.09], [0.59, -0.37, -0.46], [-0.02, -0.13, 0.22], [-0.28, -1.18, 1.02], [-0.10, 0.79, -1.26], [0.53, -0.39, 0.51], [-0.80, 0.31, 0.24], [0.24, 0.73, -0.13], [0.24, -0.08, -0.10], [0.01, -0.12, -0.18], [0.00, 0.03, 0.02], [0.02, 0.03, 0.02], [0.18, -0.07, 0.00], [2.08, 0.05, -1.60], [-0.31, 0.46, -0.59], [-0.42, -0.53, 0.49], [0.26, -0.35, 0.53], [-0.68, -0.40, 0.30], [-0.67, 0.09, 0.90], [-0.10, -0.12, 0.11], [0.10, 0.18, 0.25], [0.07, 0.34, -0.30], [-0.52, 0.20, 0.04]], "mulliken_charge": [0.89, 0.26, -0.32, -0.71, -0.42, 0.89, -0.29, 0.37, -0.33, 0.04, 0.08, 0.40, 0.82, -0.38, -0.52, 0.00, -0.50, 0.48, 0.09, 0.39, 0.31, 0.22, 0.24, 0.00, -0.72, -0.52, -0.64, 0.15, 0.32, 0.32, 0.39, 0.32, 0.09, -0.59, -0.33, -0.72, -0.60, 0.30, 0.37, 0.36, 0.23, 0.17, 0.41, -0.14, 0.25, -0.51, -0.53, 0.42, -0.17, -0.30, 0.46, 0.09, 0.35, -0.57, 0.75, -0.59, -0.54, 0.26, 0.35, 0.21, -0.55, 0.28, 0.50, -0.03, -0.54, -0.59, -0.15, 0.35, 0.11, 0.21, 0.41, 0.53, 0.11, -0.58, -0.30, -0.55, -0.50, 0.26, 0.37, 0.19, 0.42, -0.03, 0.12, -0.53, 0.64, -0.71, -0.55, 0.24, 0.37, -0.02, -0.15, 0.07, 0.34, -0.73, -0.24, -0.17, -0.43, 0.17, 0.47, 0.21, 0.33, 0.37, 0.26, -0.66, 0.00, -0.37, -0.15, 0.44, 0.30, 0.49, -0.21, 0.23, 0.08, -0.45, -0.47, -0.47, -0.42, 0.50, 0.06, 0.45, 0.35, -0.12, 0.30], "gap_ev": 2.5038, "charge": 1, "e_homo_ev": -10.988, "largest_force_ev_per_a": 3.280, "energy_ev": -88051.159}

---

Entry 2:
{"formula": "C15H28F2NO7P", "method": "ωB97M-V/def2-TZVPD", "species": ["C", "C", "C", "C", "N", "P", "C", "C", "C", "O", "C", "C", "H", "H", "H", "H", "H", "H", "H", "H", "H", "H", "H", "H", "H", "H", "H", "H", "H", "H", "H", "H", "H", "H", "C", "C", "O", "C", "O", "O", "F", "H", "H", "H", "C", "C", "O", "C", "O", "O", "F", "H", "H", "H"], "positions_angstrom": [[-0.864, 1.646, -1.646], [0.640, 1.289, -1.380], [1.309, 0.833, -2.701], [2.809, 0.451, -2.553], [3.039, -0.597, -1.548], [4.679, -0.615, -0.955], [4.676, 0.071, 0.809], [4.785, 1.617, 0.681], [5.291, -2.375, -0.722], [4.627, -3.151, 0.276], [3.277, -3.396, -0.056], [2.809, -4.830, 0.302], [-1.295, 1.956, -0.678], [-0.884, 2.486, -2.356], [-1.429, 0.791, -2.043], [1.129, 2.157, -0.914], [0.630, 0.443, -0.669], [0.785, -0.040, -3.122], [1.260, 1.678, -3.411], [3.461, 1.340, -2.429], [3.106, 0.020, -3.530], [2.381, -0.542, -0.778], [5.576, -0.293, 1.335], [3.769, -0.277, 1.329], [5.477, 1.877, -0.141], [5.151, 2.123, 1.586], [3.815, 2.067, 0.396], [6.342, -2.304, -0.386], [5.311, -2.870, -1.712], [2.619, -2.677, 0.483], [3.082, -3.217, -1.130], [3.649, -5.518, 0.117], [1.935, -5.086, -0.318], [2.483, -4.906, 1.353], [-5.346, 1.210, -0.380], [-5.187, 2.420, -1.255], [-4.271, 1.976, -2.242], [-4.464, 0.633, -2.359], [-4.064, -0.022, -3.261], [-5.176, 0.143, -1.316], [-4.631, 3.457, -0.573], [-4.576, 1.143, 0.387], [-6.321, 1.162, 0.097], [-6.110, 2.754, -1.736], [-4.049, 1.356, 3.963], [-4.124, 0.007, 4.619], [-5.359, -0.502, 4.145], [-5.567, 0.063, 2.927], [-6.357, -0.329, 2.135], [-4.744, 1.132, 2.733], [-4.179, 0.114, 5.969], [-4.567, 2.126, 4.538], [-3.026, 1.680, 3.781], [-3.318, -0.676, 4.341]], "forces_ev_per_a": [[1.06, 0.17, 0.61], [-1.18, -0.69, -0.71], [0.85, 0.34, 0.75], [-0.31, -0.03, -1.10], [0.74, 0.06, 1.04], [1.00, 0.25, -0.36], [-0.03, 0.14, -0.75], [-0.31, 0.09, -0.30], [-0.50, 0.24, 0.56], [0.13, -0.31, -0.48], [-1.25, -0.21, -0.02], [0.29, 0.54, 0.09], [-0.14, 0.00, -0.54], [-0.34, -0.26, 0.21], [0.21, 0.27, 0.03], [0.09, -0.33, -0.21], [0.20, 0.40, -0.05], [-0.04, 0.40, 0.16], [-0.06, -0.48, 0.09], [-0.44, -0.26, 0.27], [0.00, 0.25, 0.39], [-0.14, -0.05, -0.19], [-0.45, -0.17, -0.27], [0.39, 0.25, 0.12], [-0.18, -0.17, 0.41], [-0.25, -0.31, -0.14], [0.34, -0.20, 0.22], [-0.42, 0.22, -0.15], [-0.23, 0.07, 0.32], [0.33, -0.17, -0.21], [0.31, -0.10, 0.37], [-0.48, 0.06, 0.04], [0.43, -0.02, 0.15], [0.35, -0.02, -0.34], [-0.44, -0.23, 0.33], [0.52, 0.28, 0.13], [-0.55, -0.04, 0.10], [0.20, -0.50, -0.25], [0.12, -0.01, -0.04], [0.08, 0.35, -0.16], [-0.07, 0.03, -0.12], [0.06, 0.22, -0.11], [0.03, -0.22, -0.10], [0.08, 0.16, 0.05], [0.40, 0.56, -0.16], [-0.26, -0.05, 0.53], [0.47, 0.11, -0.28], [-0.50, -0.14, -0.31], [0.09, 0.17, 0.11], [-0.07, -0.34, 0.33], [0.02, -0.10, -0.09], [-0.04, -0.17, 0.12], [-0.08, -0.04, -0.22], [-0.02, -0.03, 0.15]], "nbo_charge": [-0.60, -0.40, -0.41, -0.21, -0.94, 0.89, -0.71, -0.62, -0.37, -0.55, -0.07, -0.63, 0.20, 0.21, 0.21, 0.20, 0.18, 0.21, 0.21, 0.18, 0.19, 0.37, 0.23, 0.21, 0.22, 0.21, 0.20, 0.22, 0.19, 0.15, 0.18, 0.22, 0.21, 0.21, -0.14, 0.44, -0.49, 0.96, -0.56, -0.48, -0.33, 0.21, 0.22, 0.15, -0.13, 0.44, -0.48, 0.97, -0.56, -0.50, -0.32, 0.21, 0.21, 0.16], "gap_ev": 8.2411, "smiles": "O=C1OC[C@@H](F)O1.O=C1OC[C@@H](F)O1.CCCCNP(CC)COCC", "e_homo_ev": -8.063, "largest_force_ev_per_a": 1.541, "energy_ev": -46554.713}

---

Entry 3:
{"formula": "C3H6ClN", "method": "ωB97M-V/def2-TZVPD", "species": ["C", "C", "C", "N", "Cl", "H", "H", "H", "H", "H", "H"], "positions_angstrom": [[-1.047, -0.531, 0.748], [-2.212, -0.122, 0.247], [2.807, 0.645, -0.430], [1.640, 0.559, -0.988], [2.913, -0.345, 0.962], [-0.793, -0.307, 1.804], [-0.254, -1.076, 0.071], [-2.511, -0.744, -0.616], [-2.832, 0.669, 0.689], [0.889, 0.074, -0.685], [1.401, 1.178, -1.802]], "forces_ev_per_a": [[1.32, -0.13, -0.09], [0.42, -1.08, -0.59], [0.77, 0.88, -0.70], [1.51, 2.85, -2.69], [-0.19, -0.61, 0.62], [0.47, 0.25, -1.01], [-2.10, 0.28, 1.88], [-0.24, 1.39, -0.09], [-0.03, -0.91, 0.01], [-2.76, -2.05, 1.50], [0.83, -0.86, 1.16]], "nbo_charge": [-0.40, -0.41, 0.03, -0.75, -0.06, 0.21, 0.18, 0.20, 0.21, 0.37, 0.40], "gap_ev": 9.6461, "e_homo_ev": -8.754, "largest_force_ev_per_a": 4.198, "energy_ev": -17217.476}